Entry a
# C2H7O

A cluster of 2 separate species, C2H7O in total (ωB97M-V/def2-TZVPD, OMol25).

```
10
Properties=species:S:1:pos:R:3:nbo_charge:R:1
O 2.012 -1.896 0.019 -1.372
H 2.403 -2.590 0.572 0.388
C -0.746 -0.155 -0.288 -0.645
C -0.408 1.273 0.134 -0.602
H -0.902 -0.140 -1.375 0.177
H 0.068 -0.866 -0.107 0.315
H -1.586 -0.592 0.273 0.174
H 0.557 1.614 -0.251 0.204
H -0.263 1.312 1.213 0.193
H -1.135 2.040 -0.190 0.168
```

- multiplicity = 1
- total charge = -1

***

Entry b
# C2H7O

A cluster of 2 separate species, C2H7O in total (ωB97M-V/def2-TZVPD, OMol25).

```
10
Properties=species:S:1:pos:R:3:nbo_charge:R:1
O 1.415 -0.872 -2.663 -1.372
H 1.001 -0.142 -3.040 0.380
C -0.959 -0.070 1.063 -0.604
C 0.360 0.295 0.342 -0.619
H -0.792 -0.219 2.167 0.178
H -1.767 0.775 1.033 0.174
H -1.456 -0.924 0.653 0.205
H 0.981 1.061 0.871 0.175
H 0.141 0.684 -0.730 0.245
H 1.077 -0.589 0.305 0.237
```

- multiplicity = 1
- total charge = -1

***

Relative calculated energies, zero for the most stable structure, unit eV: entry a 0.000; entry b 0.456.